Entry from the OMol25 dataset: a gas-phase ion, C4H11NO (charge +1) (the ωB97M-V functional and the def2-TZVPD basis).

Bonds (Å) are listed after each position.
Positions of all 17 atoms, in Å:
1 C 0.57 -0.16 0.40  C2 1.552, C5 1.511, H7 1.091, H8 1.084
2 C -0.18 0.70 -0.65  C1 1.552, C3 1.506, O4 1.425, H9 1.097
3 C 0.59 1.97 -0.86  C2 1.506, H10 1.087, H11 1.093, H12 1.096
4 O -0.30 -0.03 -1.88  C2 1.425, H13 0.970
5 C -0.11 -1.49 0.62  C1 1.511, N6 1.420, H14 1.110, H15 1.101
6 N -1.09 -1.46 1.64  C5 1.420, H16 1.023, H17 1.024
7 H 0.58 0.42 1.32  C1 1.091
8 H 1.60 -0.29 0.09  C1 1.084
9 H -1.19 0.88 -0.24  C2 1.097
10 H 1.58 1.77 -1.27  C3 1.087
11 H 0.07 2.70 -1.49  C3 1.093
12 H 0.72 2.48 0.10  C3 1.096
13 H 0.41 -0.69 -1.91  O4 0.970
14 H 0.63 -2.23 0.99  C5 1.110
15 H -0.56 -1.90 -0.30  C5 1.101
16 H -1.46 -0.56 1.97  N6 1.023
17 H -1.87 -2.11 1.49  N6 1.024

Computed properties:
Total charge: +1
Energy above the lowest of the compared OMol25 structures with the same formula, charge and spin: 164.5 kJ/mol
Spin multiplicity: 2

---

Entry from the OMol25 dataset: 2 unconnected molecules or ions with the total composition C4H11NO (the ωB97M-V functional and the def2-TZVPD basis).

Bonds (Å) are listed after each position.
Positions of all 17 atoms, in Å:
1 C 0.78 1.26 0.69  C2 1.485, H6 1.095, H7 1.093, H8 1.097
2 C 0.13 0.35 -0.28  C1 1.485, C3 1.400, C5 1.492
3 C 0.59 -0.95 -0.51  C2 1.400, N4 1.321, H9 1.082
4 N 1.77 -1.36 -0.10  C3 1.321, H10 1.013, H11 1.014
5 C -0.94 0.95 -1.14  C2 1.492, H12 1.097, H13 1.086, H14 1.093
6 H 1.87 1.29 0.59  C1 1.095
7 H 0.50 2.31 0.58  C1 1.093
8 H 0.41 1.11 1.71  C1 1.097
9 H 0.11 -1.56 -1.27  C3 1.082
10 H 2.23 -0.88 0.67  N4 1.013
11 H 1.89 -2.37 -0.16  N4 1.014
12 H -1.81 0.28 -1.15  C5 1.097
13 H -1.28 1.91 -0.77  C5 1.086
14 H -0.62 1.06 -2.18  C5 1.093
15 H -1.17 -1.52 0.99  O17 0.956
16 H -2.37 -0.50 1.07  O17 0.964
17 O -2.08 -1.40 1.26  H15 0.956, H16 0.964

Computed properties:
Total charge: +1
Energy above the lowest of the compared OMol25 structures with the same formula, charge and spin: 59.6 kJ/mol
Spin multiplicity: 2

---

Entry from the OMol25 dataset: 2 unconnected molecules or ions with the total composition C4H11NO (the ωB97M-V functional and the def2-TZVPD basis).

Bonds (Å) are listed after each position.
Positions of all 17 atoms, in Å:
1 C 0.18 0.97 -0.71  C2 1.528, H4 1.100, H5 1.087, H6 1.098
2 C 0.49 0.66 -2.17  C1 1.528, C3 1.529, H7 1.085, H8 1.085
3 C 0.25 -0.80 -2.54  C2 1.529, H9 1.088, H10 1.090, H11 1.101
4 H 0.92 0.44 -0.09  C1 1.100
5 H 0.11 2.02 -0.45  C1 1.087
6 H -0.78 0.51 -0.44  C1 1.098
7 H -0.05 1.36 -2.80  C2 1.085
8 H 1.53 0.94 -2.35  C2 1.085
9 H 1.17 -1.24 -2.92  C3 1.088
10 H -0.55 -0.98 -3.26  C3 1.090
11 H 0.02 -1.38 -1.63  C3 1.101
12 C -0.46 -0.11 2.70  N13 1.312, O14 1.253, H15 1.098
13 N -0.60 -0.90 3.74  C12 1.312, H16 1.017, H17 1.014
14 O -0.18 1.10 2.87  C12 1.253
15 H -0.41 -0.45 1.66  C12 1.098
16 H -0.36 -0.46 4.62  N13 1.017
17 H -1.26 -1.67 3.78  N13 1.014

Computed properties:
Total charge: +1
Energy above the lowest of the compared OMol25 structures with the same formula, charge and spin: 241.3 kJ/mol
Spin multiplicity: 2

---

Entry from the OMol25 dataset: 2 unconnected molecules or ions with the total composition C4H11NO (the ωB97M-V functional and the def2-TZVPD basis).

Bonds (Å) are listed after each position.
Positions of all 17 atoms, in Å:
1 C 0.48 0.54 1.49  C2 1.587, H6 1.088, H7 1.086, H8 1.081
2 C 0.31 0.94 -0.04  C1 1.587, C3 1.483, H9 1.082, H10 1.085
3 C -0.47 -0.10 -0.75  C2 1.483, C4 1.397, H11 1.087
4 C -1.83 -0.25 -0.46  C3 1.397, N5 1.369, H12 1.086
5 N -2.75 -0.90 -1.22  C4 1.369, H13 1.017, H14 1.026
6 H 0.79 -0.49 1.69  C1 1.088
7 H 1.24 1.20 1.89  C1 1.086
8 H -0.50 0.71 1.91  C1 1.081
9 H 1.26 1.03 -0.55  C2 1.082
10 H -0.31 1.82 0.09  C2 1.085
11 H 0.00 -0.86 -1.36  C3 1.087
12 H -2.20 0.05 0.52  C4 1.086
13 H -3.54 -1.10 -0.61  N5 1.017
14 H -2.27 -1.77 -1.48  N5 1.026
15 H 2.46 -0.27 -0.32  O17 0.959
16 H 3.93 -0.42 -0.76  O17 0.963
17 O 3.37 -0.12 -0.04  H15 0.959, H16 0.963

Computed properties:
Total charge: +1
Energy above the lowest of the compared OMol25 structures with the same formula, charge and spin: 166.2 kJ/mol
Spin multiplicity: 2

---

Entry from the OMol25 dataset: 2 unconnected molecules or ions with the total composition C4H11NO2 (the ωB97M-V functional and the def2-TZVPD basis).

Bonds (Å) are listed after each position.
Positions of all 18 atoms, in Å:
1 N -0.95 1.63 -0.51  C2 1.385, H7 1.009, H8 1.012
2 C -1.02 0.47 0.25  N1 1.385, C3 1.509, O6 1.218
3 C -0.61 -0.83 -0.40  C2 1.509, C4 1.538, C5 1.532, H9 1.097
4 C 0.22 -0.69 -1.68  C3 1.538, H10 1.086, H11 1.095, H12 1.088
5 C 0.01 -1.80 0.62  C3 1.532, H13 1.089, H14 1.089, H15 1.087
6 O -1.36 0.52 1.42  C2 1.218
7 H -0.24 1.66 -1.23  N1 1.009
8 H -0.96 2.44 0.09  N1 1.012
9 H -1.55 -1.30 -0.72  C3 1.097
10 H -0.39 -0.37 -2.52  C4 1.086
11 H 1.01 0.06 -1.58  C4 1.095
12 H 0.72 -1.63 -1.89  C4 1.088
13 H 0.12 -2.78 0.14  C5 1.089
14 H -0.69 -1.88 1.44  C5 1.089
15 H 0.97 -1.42 0.96  C5 1.087
16 H 1.91 0.89 0.66  O18 0.963
17 H 3.04 -0.04 1.05  O18 0.963
18 O 2.82 0.68 0.45  H16 0.963, H17 0.963

Computed properties:
SMILES string: CC(C)C(N)=O.O
Energy above the lowest of the compared OMol25 structures with the same formula, charge and spin: 17.5 kJ/mol

---

Entry from the OMol25 dataset: a single C4H11NO2 molecule (the ωB97M-V functional and the def2-TZVPD basis).

Bonds (Å) are listed after each position.
Positions of all 18 atoms, in Å:
1 C 0.49 0.01 -0.28  C2 1.563, C3 1.531, C4 1.532, O7 1.437
2 C -0.52 0.64 0.74  C1 1.563, N5 1.455, O6 1.407, H10 1.096
3 C 0.35 0.68 -1.65  C1 1.531, H13 1.095, H14 1.096, H15 1.096
4 C 0.33 -1.50 -0.44  C1 1.532, H16 1.095, H17 1.096, H18 1.095
5 N -0.26 0.16 2.09  C2 1.455, H11 1.021, H12 1.020
6 O -1.86 0.32 0.46  C2 1.407, H8 0.972
7 O 1.82 0.26 0.18  C1 1.437, H9 0.981
8 H -2.09 0.77 -0.38  O6 0.972
9 H 1.78 0.12 1.15  O7 0.981
10 H -0.40 1.73 0.75  C2 1.096
11 H -0.65 -0.78 2.13  N5 1.021
12 H -0.86 0.70 2.71  N5 1.020
13 H -0.62 0.46 -2.12  C3 1.095
14 H 0.45 1.77 -1.57  C3 1.096
15 H 1.14 0.35 -2.33  C3 1.096
16 H -0.67 -1.77 -0.81  C4 1.095
17 H 1.07 -1.90 -1.14  C4 1.096
18 H 0.50 -2.02 0.51  C4 1.095

Computed properties:
SMILES string: CC(C)(O)[C@H](N)O
Energy above the lowest of the compared OMol25 structures with the same formula, charge and spin: 55.7 kJ/mol

---

| no. | electronic energy (Ha) |
| --- | --- |
| 1 | -288.6526 |
| 2 | -288.6925 |
| 3 | -288.6233 |
| 4 | -288.6519 |
| 5 | -364.2615 |
| 6 | -364.2469 |